DFT (wB97M-V/def2-TZVPD) results for a structure of composition C13H23MnN7O5S2 in a non-equilibrium geometry.

Last column: natural (NBO) charge in e.
Geometry (Å):
Mn -0.114 0.090 -0.902  1.2503
C 2.603 -0.412 4.062  -0.2708
O 1.369 -0.116 3.426  -0.4815
C 1.225 -0.267 2.107  0.9067
O 0.155 0.021 1.597  -0.6738
N 2.281 -0.694 1.376  -0.4839
N 2.071 -0.828 0.001  -0.6767
H 2.429 -0.229 5.120  0.2191
H 3.397 0.251 3.711  0.1879
H 2.883 -1.459 3.923  0.1845
H 3.162 -0.990 1.786  0.3960
H 2.063 -1.796 -0.326  0.4112
H 2.701 -0.264 -0.568  0.4070
O 1.660 0.626 -2.374  -1.0494
S 0.674 -0.084 -3.236  2.1945
O -0.662 0.530 -2.999  -1.0473
O 1.054 -0.184 -4.616  -0.9454
S 0.504 -1.919 -2.370  -0.6730
C -4.964 0.207 0.127  -0.1442
C -4.092 0.185 1.206  -0.2460
C -2.762 -0.131 0.988  0.0454
N -2.259 -0.393 -0.224  -0.5407
C -3.106 -0.383 -1.260  0.0632
C -4.454 -0.086 -1.129  -0.2470
H -6.012 0.428 0.260  0.2230
H -4.444 0.392 2.204  0.2252
H -2.065 -0.194 1.811  0.2273
H -2.683 -0.631 -2.226  0.2419
H -5.099 -0.102 -1.994  0.2309
C 1.407 2.768 0.201  -0.0773
N 0.077 2.436 -0.344  -0.5561
C -0.087 3.219 -1.588  -0.0800
N 0.024 4.647 -1.335  -0.4603
C 1.340 4.920 -0.777  -0.0759
N 1.550 4.191 0.471  -0.4627
C 0.510 4.591 1.413  -0.0751
N -0.826 4.316 0.899  -0.4612
C -0.933 2.892 0.627  -0.0859
C -0.988 5.034 -0.363  -0.0747
H 2.163 2.455 -0.525  0.2219
H 1.547 2.225 1.141  0.1902
H -1.066 3.004 -2.025  0.2139
H 0.689 2.911 -2.295  0.2390
H 1.435 5.992 -0.582  0.1971
H 2.103 4.618 -1.497  0.2059
H 0.599 5.664 1.609  0.1997
H 0.648 4.044 2.350  0.1947
H -1.931 2.685 0.227  0.2014
H -0.794 2.334 1.558  0.2141
H -0.918 6.108 -0.170  0.1980
H -1.977 4.808 -0.772  0.1990

Forces on atoms 1 to 3 (eV/Å):
Mn 0.1 -0.1 1.5
C 0.2 0.0 0.2
O -0.2 -0.1 -0.1

Spin multiplicity ... 6
Charge ... 0
Orbital gap (spin up / spin down) ... 7.5598 / 7.6808 eV
HOMO (spin up / spin down) ... -7.498 / -7.622 eV
E_LUMO (spin up / spin down) ... 0.002 / 0.002 Eh
ΔE to the lowest compared entry with this formula, charge and spin ... 0.00 kcal/mol
DFT total energy ... -3216.0997 a.u.
F_max ... 0.0418 Eh/bohr


DFT (wB97M-V/def2-TZVPD) results for a structure of composition C13H23MoO3P.

Last column: natural (NBO) charge in e.
Geometry (Å):
Mo 0.702 -1.940 -0.589  1.1542
C -0.848 -4.500 1.463  -0.6641
C 0.100 -4.125 0.372  0.0519
C -0.289 -4.129 -0.977  -0.2244
C 0.625 -3.808 -2.007  -0.2240
C 1.986 -3.566 -1.697  -0.2337
C 2.409 -3.637 -0.357  -0.1805
C 1.476 -3.821 0.668  -0.2335
H -0.836 -5.590 1.561  0.2991
H -1.871 -4.209 1.233  0.2611
H -0.551 -4.087 2.425  0.2492
H -1.324 -4.331 -1.233  0.2994
H 0.287 -3.770 -3.036  0.3106
H 2.699 -3.346 -2.483  0.3111
H 3.448 -3.447 -0.108  0.3051
H 1.806 -3.804 1.700  0.2982
C -6.117 2.444 4.042  -0.2289
C -5.590 1.180 3.934  -0.2839
O -1.053 -0.309 1.984  -0.9369
P 0.197 -0.827 1.460  1.9711
O 1.543 -0.518 2.101  -0.8391
C 1.865 0.438 3.274  -0.0302
C 2.283 1.759 2.716  -0.6596
O 0.523 -0.270 -0.665  -0.4791
C 2.361 5.625 -6.883  -0.1662
C 1.916 6.563 -7.786  -0.3392
H -6.721 1.382 4.510  0.3819
H -6.772 2.850 3.276  0.2867
H -5.888 3.079 4.892  0.2879
H -5.865 0.546 3.097  0.2765
H -4.959 0.778 4.722  0.2798
H 2.655 -0.106 3.779  0.2348
H 0.958 0.467 3.870  0.2153
H 3.179 1.677 2.105  0.2411
H 2.521 2.408 3.562  0.2779
H 1.481 2.235 2.153  0.2251
H 2.438 4.581 -7.166  0.2703
H 2.645 5.926 -5.881  0.2709
H 1.614 6.271 -8.786  0.2940
H 3.139 6.327 -7.749  0.3763
H 1.826 7.606 -7.499  0.2939

Forces on atoms 1 to 3 (eV/Å):
Mo -0.1 0.8 0.4
C 0.0 0.0 0.0
C -0.1 0.0 0.1

Spin multiplicity ... 1
Charge ... +4
Orbital gap (spin up / spin down) ... 7.6684 / 7.6674 eV
HOMO (spin up / spin down) ... -21.356 / -21.353 eV
E_LUMO (spin up / spin down) ... -0.503 / -0.503 Eh
DFT total energy ... -1142.8039 a.u.
F_max ... 0.0193 Eh/bohr


DFT (wB97M-V/def2-TZVPD) results for a cluster of 3 separate species, C13H23N2O8 in total in a non-equilibrium geometry.

Last column: natural (NBO) charge in e.
Geometry (Å):
O 4.836 -2.095 3.844  -0.5409
C 5.193 -1.075 3.319  0.7978
O 6.359 -0.499 3.704  -0.6514
C 4.347 -0.363 2.234  -0.5589
C 2.934 -0.246 2.786  0.4726
N 2.279 0.879 2.569  -0.4736
C 1.029 0.753 3.185  -0.0551
C 1.004 -0.464 3.760  -0.0576
N 2.214 -1.092 3.474  -0.4605
H 6.276 0.463 3.777  0.4954
H 4.395 -0.854 1.256  0.2988
H 4.728 0.667 2.172  0.2389
H 2.597 1.688 2.055  0.4596
H 0.244 1.499 3.186  0.2718
H 0.190 -0.877 4.342  0.2736
H 2.502 -2.027 3.743  0.4895
C 0.459 -0.274 -0.400  -0.6417
C 0.876 -1.488 0.407  -0.0655
O 0.069 -2.623 0.109  -0.4968
C 0.337 -3.219 -1.063  0.9813
O 1.186 -2.881 -1.844  -0.6410
O -0.508 -4.231 -1.212  -0.4838
C -0.403 -4.903 -2.473  -0.2597
H -0.603 -0.069 -0.261  0.2288
H 1.034 0.605 -0.101  0.1900
H 0.615 -0.435 -1.466  0.2449
H 0.730 -1.282 1.463  0.1637
H 1.934 -1.725 0.261  0.1772
H 0.617 -5.233 -2.659  0.2006
H -0.743 -4.247 -3.274  0.1945
H -1.052 -5.773 -2.430  0.2057
C -5.893 2.238 -1.652  -0.6407
C -5.057 3.430 -1.236  -0.0714
O -3.653 3.119 -1.231  -0.5010
C -3.079 3.047 -2.431  0.9797
O -3.616 3.222 -3.490  -0.6316
O -1.791 2.721 -2.255  -0.5082
C -1.080 2.507 -3.476  -0.2577
H -5.668 1.375 -1.023  0.2074
H -6.955 2.470 -1.572  0.2244
H -5.684 1.949 -2.682  0.2291
H -5.307 3.711 -0.214  0.1905
H -5.248 4.298 -1.867  0.1982
H -1.166 3.364 -4.142  0.2049
H -1.446 1.606 -3.966  0.1919
H -0.031 2.365 -3.227  0.1862

Forces on atoms 1 to 3 (eV/Å):
O -0.1 0.4 -0.7
C 0.3 -0.6 0.6
O -0.7 0.0 -0.2

Spin multiplicity ... 1
Charge ... +1
Orbital gap ... 9.3454 eV
HOMO ... -12.608 eV
E_LUMO ... -0.120 Eh
DFT total energy ... -1220.3893 a.u.
F_max ... 0.0640 Eh/bohr


DFT (wB97M-V/def2-TZVPD) results for a structure of composition C13H24CoNO3S.

Last column: natural (NBO) charge in e.
Geometry (Å):
Co 0.157 -0.267 0.356  1.1716
S -1.714 -1.552 0.451  -0.1699
C -2.407 0.043 0.426  0.0581
C -3.767 0.342 0.421  -0.2610
C -4.141 1.673 0.404  -0.1215
C -3.160 2.662 0.391  -0.2743
C -1.834 2.283 0.391  0.0534
N -1.465 1.000 0.406  -0.5878
H -4.493 -0.458 0.428  0.2422
H -5.188 1.945 0.400  0.2358
H -3.424 3.710 0.383  0.2388
H -1.044 3.025 0.382  0.2077
C -0.549 -0.597 3.465  -0.2490
O 0.475 -0.210 2.544  -0.5829
C 1.769 -0.645 2.943  -0.0979
C 2.746 -0.057 1.947  -0.0894
O 2.374 -0.404 0.613  -0.6004
C 2.857 -1.684 0.178  -0.2624
H -0.275 -0.276 4.472  0.1900
H -0.699 -1.678 3.451  0.1965
H -1.465 -0.100 3.162  0.2116
H 1.811 -1.740 2.952  0.1873
H 1.996 -0.278 3.947  0.2071
H 3.762 -0.394 2.161  0.2059
H 2.705 1.030 2.005  0.2106
H 3.910 -1.790 0.438  0.2021
H 2.746 -1.718 -0.903  0.2091
H 2.290 -2.504 0.626  0.1852
C 0.201 -2.449 -2.378  -0.6318
C 0.627 -1.066 -2.811  -0.0604
O 0.456 -0.111 -1.752  -0.6055
C 0.909 1.206 -2.100  -0.0589
C -0.096 1.958 -2.953  -0.6435
H 0.493 -3.166 -3.145  0.2364
H -0.876 -2.504 -2.237  0.2366
H 0.688 -2.732 -1.442  0.1994
H 0.038 -0.748 -3.673  0.1937
H 1.683 -1.067 -3.101  0.1738
H 1.873 1.127 -2.609  0.1914
H 1.067 1.726 -1.151  0.1794
H -0.179 1.530 -3.950  0.2203
H 0.222 2.996 -3.056  0.2317
H -1.080 1.939 -2.482  0.2209

Forces on atoms 1 to 3 (eV/Å):
Co 0.0 -0.4 0.2
S 0.6 0.3 -0.2
C -0.3 0.0 0.0

Spin multiplicity ... 2
Charge ... +1
Orbital gap (spin up / spin down) ... 6.8890 / 8.1968 eV
HOMO (spin up / spin down) ... -11.107 / -11.113 eV
E_LUMO (spin up / spin down) ... -0.155 / -0.107 Eh
ΔE to the lowest compared entry with this formula, charge and spin ... 19.52 kcal/mol
DFT total energy ... -2570.9177 a.u.
F_max ... 0.0131 Eh/bohr